A cluster of 2 separate species, C2H4F2NO in total at a distorted geometry, computed with ωB97M-V/def2-TZVPD.

XYZ file:
```
10
Properties=species:S:1:pos:R:3
C 0.109 -1.294 0.161
C 0.134 -0.227 -0.870
N 0.075 2.054 1.274
O -0.627 3.131 1.238
F 0.858 -0.757 -1.957
F -1.060 -0.021 -1.471
H -0.238 -2.309 -0.042
H 1.149 -1.392 0.591
H -0.658 -0.838 0.766
H 0.259 1.653 0.311
```

Results
total charge	-1
highest occupied orbital energy (alpha / beta)	-1.811 / -2.037	eV
energy above the lowest of the compared OMol25 structures with the same formula, charge and spin	1.862	eV
gap between HOMO and LUMO (alpha / beta)	5.42 / 5.96	eV